{"formula": "C15H40ClN13O13S", "method": "ωB97M-V/def2-TZVPD", "symbols": ["C", "O", "C", "C", "C", "C", "C", "C", "C", "Cl", "O", "S", "O", "O", "O", "C", "O", "N", "O", "H", "H", "H", "H", "H", "H", "H", "H", "H", "H", "H", "H", "H", "H", "H", "H", "N", "C", "N", "O", "H", "H", "H", "H", "N", "C", "N", "O", "H", "H", "H", "H", "N", "C", "N", "O", "H", "H", "H", "H", "N", "C", "N", "O", "H", "H", "H", "H", "N", "C", "N", "O", "H", "H", "H", "H", "N", "C", "N", "O", "H", "H", "H", "H"], "xyz": [[3.19763, 1.43707, 1.58868], [2.61727, 1.56357, 0.28823], [1.75001, 0.46264, 0.02032], [0.26701, 0.88840, 0.36766], [-0.28374, 0.07617, 1.60558], [-1.73195, -0.48259, 1.44236], [-1.94758, -2.01110, 1.18723], [-1.00887, -2.63654, 0.09210], [0.00130, -3.62548, 0.79256], [-2.09031, -3.70998, -0.93755], [-2.25877, -0.34210, 2.81103], [-3.73254, 0.43570, 2.91691], [-4.50990, -0.46003, 3.79770], [-3.37620, 1.76032, 3.46808], [-4.06560, 0.37571, 1.30577], [-2.78196, 0.33238, 0.60623], [-3.16869, -0.17823, -0.66103], [-2.61159, 0.59078, -1.69940], [-1.89350, -0.09878, -2.32699], [2.42034, 1.67635, 2.35136], [3.61274, 0.42301, 1.79475], [4.03357, 2.15918, 1.73351], [2.06826, -0.43173, 0.60424], [1.86036, 0.25152, -1.06885], [-0.40192, 0.77661, -0.51075], [0.30111, 1.97969, 0.59281], [-0.33613, 0.79939, 2.45298], [0.44417, -0.69808, 1.94041], [-3.00014, -2.17063, 0.86808], [-1.77619, -2.56405, 2.13728], [-0.48195, -1.90427, -0.54761], [0.32915, -3.23279, 1.78083], [0.83647, -3.90395, 0.12245], [-0.55933, -4.56669, 1.00252], [-2.51846, 1.41474, 0.50333], [3.85167, 5.11514, 4.57439], [4.72716, 4.21016, 4.05996], [5.90759, 4.09538, 4.73264], [4.47029, 3.54701, 3.06575], [4.03651, 5.66888, 5.38802], [2.96743, 5.22193, 4.10022], [6.57447, 3.43522, 4.37783], [6.13816, 4.62794, 5.54894], [-6.23337, -2.65550, 0.94245], [-6.65854, -3.12915, -0.26278], [-5.94986, -2.68469, -1.33748], [-7.60522, -3.89509, -0.37101], [-5.46087, -2.02634, 1.05425], [-6.73240, -2.96194, 1.75694], [-6.23507, -3.01256, -2.24116], [-5.16910, -2.05787, -1.27107], [-1.91646, -8.03844, -3.65929], [-2.50418, -7.38332, -2.61766], [-3.80958, -7.70581, -2.39590], [-1.90573, -6.56761, -1.93435], [-2.38792, -8.71080, -4.23297], [-0.95534, -7.82418, -3.85029], [-4.27350, -7.24115, -1.63656], [-4.32081, -8.37109, -2.94317], [0.04373, 6.25544, 6.00374], [-0.12114, 5.16516, 5.20129], [-0.91928, 4.18880, 5.71203], [0.40818, 5.07180, 4.10305], [-0.38065, 6.35323, 6.90603], [0.62471, 6.99569, 5.65672], [-1.06364, 3.37180, 5.14635], [-1.36398, 4.24350, 6.60802], [5.37391, -0.63290, -4.25991], [4.58828, -0.28146, -3.20308], [3.88557, 0.86865, -3.37573], [4.52316, -0.94964, -2.17952], [5.43985, -0.09803, -5.10620], [5.90960, -1.47578, -4.17180], [3.29700, 1.16433, -2.61815], [3.92822, 1.42859, -4.21102], [3.14266, 2.79929, -8.41553], [2.86006, 2.61094, -7.09805], [1.58616, 2.91625, -6.73101], [3.69184, 2.19706, -6.30171], [2.47876, 3.13678, -9.08545], [4.07413, 2.58360, -8.71959], [1.34411, 2.78835, -5.76555], [0.88936, 3.25620, -7.36541]], "lumo_energy_ev": -1.051, "gap_ev": 8.1, "smiles": "COCCC[C@@]1(C[C@@H](C)Cl)OS(=O)(=O)O[C@@H]1ON=O.NC(N)=O.NC(N)=O.NC(N)=O.NC(N)=O.NC(N)=O.NC(N)=O", "max_force_ha_per_bohr": 0.0945, "relative_energy_kcal_mol": 31.6, "e_homo_ev": -9.106}

***

{"formula": "C5H9N2S", "method": "ωB97M-V/def2-TZVPD", "symbols": ["C", "C", "C", "C", "C", "N", "N", "S", "H", "H", "H", "H", "H", "H", "H", "H", "H"], "xyz": [[0.02019, 1.17166, -0.70038], [1.25115, 0.79936, -1.17797], [1.71890, -0.58562, 0.66531], [-0.33470, -0.71313, 0.75926], [-2.25761, 0.56909, 0.15872], [-0.77154, 0.33869, 0.14462], [1.99258, -0.21210, -0.69077], [-1.27882, -2.01206, 1.09213], [-0.46200, 2.10217, -0.95402], [1.60266, 1.29778, -2.07955], [1.60790, 0.25043, 1.29429], [2.16933, -1.57852, 0.98112], [-2.55335, 0.86445, 1.13421], [-2.37316, 1.43860, -0.57930], [-2.77203, -0.25792, -0.16301], [2.67033, -0.65279, -1.19211], [-0.22982, -2.82009, 1.30743]], "lumo_energy_ev": -3.950, "gap_ev": 8.6, "max_force_ha_per_bohr": 0.0960, "relative_energy_kcal_mol": 64.0, "e_homo_ev": -12.522, "total_charge": 1}

***

{"formula": "C15H20BN2O4", "method": "ωB97M-V/def2-TZVPD", "symbols": ["C", "C", "C", "C", "C", "C", "C", "O", "C", "C", "N", "C", "C", "B", "O", "O", "C", "C", "N", "C", "C", "H", "H", "H", "H", "H", "H", "H", "H", "H", "H", "H", "H", "H", "H", "H", "H", "H", "H", "H", "O", "H"], "xyz": [[5.79707, 0.69413, 0.95606], [4.63708, 1.23328, 1.30430], [3.56400, 0.49872, 2.05349], [2.34434, 0.24149, 1.20086], [2.08269, -1.06375, 0.73218], [1.00982, -1.34800, -0.06482], [0.75800, -2.76182, -0.51266], [0.46535, -3.57420, 0.62690], [1.23564, -4.74382, 0.75686], [0.13687, -0.30255, -0.44558], [-0.91304, -0.56633, -1.27375], [-1.70000, 0.43264, -1.55656], [-1.48121, 1.75733, -1.05126], [-2.47566, 2.94214, -1.41246], [-2.00157, 4.06248, -2.07505], [-3.79563, 2.83632, -1.13862], [-4.24183, 2.18996, 0.06426], [-4.93386, 0.88239, -0.23628], [-0.45656, 2.03614, -0.27904], [0.37369, 1.00061, 0.04088], [1.48489, 1.24584, 0.86347], [6.02760, -0.33670, 1.19926], [6.56271, 1.25270, 0.43567], [4.43249, 2.25918, 1.01510], [3.96766, -0.45557, 2.39441], [3.29114, 1.06183, 2.94872], [2.75832, -1.85654, 1.03217], [-0.10146, -2.78750, -1.17928], [1.62953, -3.15589, -1.04070], [1.34462, -4.95615, 1.82139], [2.23890, -4.62271, 0.34073], [0.73233, -5.59972, 0.29796], [-2.56203, 0.23090, -2.19058], [-1.81386, 4.80464, -1.49817], [-4.96298, 2.87908, 0.51146], [-3.44070, 2.07480, 0.79878], [-5.30048, 0.44529, 0.69522], [-4.28790, 0.13745, -0.70435], [-5.74809, 1.03809, -0.93899], [1.65153, 2.25887, 1.20931], [-4.62688, -1.18111, -2.75163], [-3.68253, -1.18389, -2.94965]], "lumo_energy_ev": 2.296, "gap_ev": 4.8, "max_force_ha_per_bohr": 0.0165, "e_homo_ev": -2.527, "total_charge": -1}

***

{"formula": "C11H45BrO11PS", "method": "ωB97M-V/def2-TZVPD", "symbols": ["C", "S", "P", "O", "Br", "H", "H", "H", "H", "H", "C", "O", "H", "H", "H", "H", "C", "O", "H", "H", "H", "H", "C", "O", "H", "H", "H", "H", "C", "O", "H", "H", "H", "H", "C", "O", "H", "H", "H", "H", "C", "O", "H", "H", "H", "H", "C", "O", "H", "H", "H", "H", "C", "O", "H", "H", "H", "H", "C", "O", "H", "H", "H", "H", "C", "O", "H", "H", "H", "H"], "xyz": [[-0.03237, 0.39184, 1.38286], [-0.73164, 1.87681, 0.60537], [0.61107, 3.45052, 1.43361], [0.79201, 4.45207, 0.17756], [-0.86628, 4.53859, 2.65320], [1.05043, 0.49262, 1.37924], [-0.37254, -0.49592, 0.86235], [-0.36270, 0.41388, 2.41883], [-0.55910, 1.75545, -0.74188], [1.45049, 4.11721, -0.45362], [4.04619, -0.79528, 0.96072], [2.72523, -0.52789, 0.46432], [4.33761, 0.04190, 1.58839], [4.06072, -1.70630, 1.55829], [4.75707, -0.88722, 0.13866], [2.47296, -1.27359, -0.08956], [-2.22352, 0.85134, -3.42722], [-1.47103, 1.94954, -2.89742], [-1.79811, -0.06448, -3.02507], [-3.27176, 0.91647, -3.13127], [-2.15314, 0.82447, -4.51483], [-1.84442, 2.75998, -3.25743], [-1.29517, -2.79199, 2.59008], [-2.32295, -1.92282, 2.10156], [-0.54103, -2.89760, 1.81338], [-0.83506, -2.36559, 3.48598], [-1.70002, -3.77742, 2.82402], [-2.98196, -1.84386, 2.79744], [-3.17421, -6.01321, 1.64060], [-2.13170, -6.45729, 2.50877], [-2.70286, -5.59226, 0.75645], [-3.81585, -6.84315, 1.34102], [-3.77493, -5.24338, 2.13170], [-2.53038, -6.84373, 3.29338], [-0.94553, 6.86944, -1.52017], [-2.08646, 7.53901, -2.03854], [-0.23890, 6.73817, -2.33725], [-0.47070, 7.46148, -0.73357], [-1.21462, 5.88699, -1.12085], [-2.71224, 7.65950, -1.31794], [1.32298, -7.31482, 1.33126], [0.23708, -6.48213, 0.93701], [2.04551, -7.32492, 0.51747], [1.80982, -6.92315, 2.22965], [0.98477, -8.33411, 1.52363], [-0.40811, -6.47240, 1.65730], [-4.12625, 9.61993, -3.52044], [-5.43680, 10.03797, -3.88410], [-3.42115, 10.22086, -4.08885], [-3.94631, 9.78193, -2.45326], [-3.96680, 8.56679, -3.76022], [-6.06847, 9.51223, -3.38630], [1.43555, -11.54198, 2.97223], [0.85368, -10.26043, 3.19660], [1.89964, -11.52120, 1.98963], [2.20114, -11.76400, 3.71941], [0.67711, -12.32820, 2.98722], [0.44154, -10.27345, 4.06482], [-1.64435, 7.13576, -5.13881], [-0.69243, 7.46909, -6.14555], [-2.62347, 7.12070, -5.61142], [-1.43766, 6.14361, -4.72165], [-1.64749, 7.87207, -4.33801], [0.17824, 7.48877, -5.73989], [7.80960, -0.19756, 2.37968], [7.07152, -1.41183, 2.27130], [7.53269, 0.26931, 3.32141], [8.88464, -0.38856, 2.38487], [7.56977, 0.48692, 1.56090], [7.32140, -1.83154, 1.44296]], "lumo_energy_ev": -3.760, "gap_ev": 7.5, "max_force_ha_per_bohr": 0.0326, "relative_energy_kcal_mol": 4.3, "e_homo_ev": -11.214, "total_charge": 1}